Below is a structure of composition C15H25O3SeY, with properties calculated with ωB97M-V/def2-TZVPD.

## Properties
LUMO level (eV): -7.368
HOMO (eV): -14.475
E_tot (hartree): -3251.438002
Charge: +2

Each line ends with the Löwdin charge.
Positions of all 45 atoms, in Å:
Y: 6.5410 14.4371 6.0984  1.509
C: 3.6948 15.8353 6.2169  -0.020
O: 5.0582 16.2870 6.0786  -0.353
C: 5.0100 17.5597 5.4905  -0.148
C: 6.0505 17.3871 4.3782  -0.082
O: 7.0466 16.3835 4.7922  -0.320
C: 8.2509 16.4163 3.9649  -0.121
C: 9.0966 15.2344 4.4560  -0.237
O: 9.0501 15.0450 5.8401  -0.297
C: 9.7900 16.0533 6.5619  -0.021
H: 3.2995 15.7856 5.2462  0.098
H: 3.1636 16.5296 6.8549  0.123
H: 3.7601 14.8304 6.6557  0.094
H: 5.1207 18.3804 6.2506  0.165
H: 4.0252 17.8163 4.9380  0.177
H: 6.5187 18.2769 4.0082  0.141
H: 5.5860 16.8759 3.5541  0.135
H: 8.7794 17.3937 4.1396  0.150
H: 8.0747 16.3159 2.8633  0.165
H: 10.0944 15.4145 4.1224  0.140
H: 8.7459 14.2887 3.9909  0.078
H: 9.4775 17.0818 6.2604  0.111
H: 10.8394 15.7538 6.3492  0.126
H: 9.6854 15.9903 7.6707  0.114
C: 7.0318 7.5452 6.5912  -0.021
C: 6.6343 8.9431 6.2309  -0.239
C: 7.7106 9.7923 6.1153  -0.046
C: 7.6642 11.0221 5.5744  -0.321
C: 8.9462 11.6726 5.2101  -0.054
C: 6.3451 11.5731 5.3272  -0.385
Se: 6.0737 13.1802 3.8925  0.661
C: 5.2017 10.7261 5.4574  -0.280
C: 3.7973 11.1929 5.1190  -0.061
C: 5.3645 9.4062 5.9081  0.029
H: 7.3899 7.0219 5.6526  0.129
H: 6.1500 7.0546 7.0528  0.100
H: 7.8121 7.6092 7.3307  0.080
H: 8.6847 9.2757 6.2113  0.149
H: 9.7835 11.6870 5.9382  0.118
H: 8.7412 12.5921 4.7235  -0.021
H: 9.2767 11.1401 4.2699  0.135
H: 3.4809 11.8996 5.8447  0.063
H: 3.1272 10.3592 5.0498  0.088
H: 3.8096 11.7942 4.2141  0.027
H: 4.5291 8.7481 5.9658  0.123

---

Below is a cluster of 2 separate species, C3H3BrClF3 in total, with properties calculated with ωB97M-V/def2-TZVPD.

## Properties
LUMO level (eV): 0.388
HOMO (eV): -10.102
E_tot (hartree): -3449.855745
Charge: 0

Each line ends with the Löwdin charge.
Positions of all 11 atoms, in Å:
C: 0.6574 -0.2990 -0.2771  -0.546
C: -1.2230 -0.0921 0.6271  -0.454
C: -1.6881 1.2690 0.2296  -0.705
F: -0.8030 2.2253 0.6447  0.110
F: -1.7667 1.4854 -1.0700  0.135
F: -2.9541 1.5932 0.6406  0.102
Cl: 1.6819 -1.3127 0.6385  0.594
Br: -2.2729 -1.5779 -0.0877  0.692
H: 1.0828 0.6590 -0.3481  0.013
H: 0.4863 -0.6001 -1.3077  0.048
H: -1.1197 -0.3765 1.5871  0.011

---

Below is a cluster of 2 separate species, C3H11N2 in total, with properties calculated with ωB97M-V/def2-TZVPD.

## Properties
LUMO level (eV): -3.329
HOMO (eV): -14.049
E_tot (hartree): -230.127089
Charge: +1

Each line ends with the Löwdin charge.
Positions of all 16 atoms, in Å:
C: -1.6366 0.1605 -2.1559  0.013
N: -0.8332 1.0017 -1.1548  0.122
H: -0.8999 -0.1993 -2.8551  0.096
H: -2.1016 -0.6799 -1.6438  0.096
H: -2.4621 0.7808 -2.4751  0.096
H: 0.0696 1.1633 -1.5883  0.146
H: -0.6226 0.5388 -0.2259  0.097
H: -1.3702 1.8332 -0.9200  0.158
C: 1.9893 -0.1265 0.8289  -0.091
C: 0.0809 -0.9749 1.8939  -0.020
N: 0.5266 -0.2830 0.9404  -0.134
H: 2.3767 0.2604 1.7741  0.089
H: 2.2059 0.5793 0.0345  0.065
H: 2.4357 -1.1024 0.6716  0.090
H: -0.8891 -1.4556 1.8021  0.080
H: 0.6608 -1.2654 2.7749  0.097